C35H100O15 | ωB97M-V with the def2-TZVPD basis set

As for the HOMO energy: -0.348 Ha. The total charge is 0. As for the energy above the lowest of the compared OMol25 structures with the same formula, charge and spin: 52.2 kcal/mol. Its calculated total energy is -2521.9517 Eh.

```
150
Properties=species:S:1:pos:R:3:forces:R:3:mulliken_charge:R:1
C 0.0919 -2.8968 4.7297 -0.338 0.413 0.204 -0.939
C -0.5187 -3.3287 3.4156 -1.381 -1.770 1.811 -0.555
O 0.2023 -2.8775 2.3527 0.940 0.151 -1.456 1.303
H -0.3770 -3.3869 5.5829 -0.008 -0.115 -0.034 0.477
H -0.0211 -1.8243 4.8885 0.158 0.150 -0.027 0.102
H 1.1519 -3.1491 4.6996 -0.037 0.052 0.135 -0.006
H -1.5802 -3.1323 3.2651 -0.264 0.747 0.392 0.331
H -0.5619 -4.4164 3.4728 0.598 -0.353 -0.585 0.400
H 0.1367 -1.9221 2.4190 0.254 0.752 -0.425 -0.541
C 0.8224 1.3882 5.1232 0.994 -0.410 -0.010 -1.050
C 1.5140 1.9916 3.8801 -1.404 -1.265 1.506 0.567
O 0.4294 2.4164 3.0552 0.592 0.961 -0.541 -0.313
H 0.3243 2.0709 5.8115 0.123 0.308 -0.276 0.406
H 1.5881 0.8432 5.6753 -0.033 -0.078 0.318 0.343
H 0.0929 0.6502 4.7896 -0.038 0.043 -0.073 0.010
H 1.9787 1.1427 3.3786 0.385 0.351 -0.101 -0.675
H 2.2363 2.7606 4.1541 -0.100 0.138 -0.376 0.589
H 0.4148 3.3753 3.0997 -0.289 0.082 -0.284 0.192
C 5.9439 0.4746 0.3209 0.224 -0.073 -0.057 -0.781
C 5.7372 0.8066 -1.1393 -0.275 -0.001 -0.054 0.545
O 6.8228 1.5350 -1.6833 0.519 0.267 -0.038 -0.623
H 5.0582 0.0181 0.7627 -0.123 0.009 -0.066 -0.114
H 6.1848 1.3832 0.8727 0.081 -0.074 0.126 0.300
H 6.7543 -0.2501 0.3996 0.138 0.149 0.238 0.408
H 4.8217 1.3851 -1.2627 -0.230 -0.141 -0.116 -0.276
H 5.6937 -0.1200 -1.7116 -0.374 -0.063 -0.077 0.177
H 6.5441 2.4255 -1.9090 -0.064 -0.054 0.067 0.361
C 3.7591 3.8780 1.1257 0.484 -0.774 0.573 0.099
C 4.2954 5.1736 1.6971 0.247 -0.417 -1.567 -0.589
O 3.3248 5.7073 2.5310 -0.678 0.550 1.095 -0.500
H 2.7929 3.9845 0.6325 0.160 0.230 -0.134 -0.103
H 3.6285 3.1414 1.9184 -0.205 0.052 0.296 -0.049
H 4.4733 3.3786 0.4710 -0.045 0.330 -0.371 0.143
H 4.4577 5.8596 0.8658 0.198 0.179 -0.256 0.304
H 5.2566 5.0767 2.2017 0.067 -0.395 0.137 0.367
H 3.7306 6.4747 2.9409 -0.301 0.171 0.227 0.300
C 2.9967 -2.4379 -2.0990 -0.735 0.728 -1.247 -0.439
C 4.0780 -2.8277 -1.1419 -0.117 -0.857 0.537 0.380
O 4.1073 -4.2537 -0.9798 0.864 0.428 -0.584 -0.688
H 3.1562 -2.6977 -3.1455 0.495 -0.853 0.062 0.445
H 2.8867 -1.3670 -2.2698 -0.039 0.461 0.801 -0.150
H 2.0222 -2.8537 -1.8429 0.032 0.040 0.300 0.071
H 3.9184 -2.4108 -0.1475 -0.226 0.401 0.079 -0.231
H 5.0547 -2.4615 -1.4583 0.096 -0.340 -0.169 0.228
H 3.3595 -4.4782 -0.4212 -0.324 0.153 0.263 0.307
C -2.1837 3.9590 -0.9605 1.192 0.233 -0.932 -0.593
C -1.2408 4.9022 -0.2488 -0.394 -0.327 0.345 -0.067
O -1.7226 4.9496 1.0756 -0.131 0.871 1.133 -0.654
H -3.1685 4.4182 -1.0465 -0.039 -0.162 0.229 0.400
H -2.2101 2.9784 -0.4851 -0.134 0.167 -0.045 -0.277
H -1.7949 3.8610 -1.9740 -0.242 -0.343 -0.221 0.325
H -1.2684 5.8931 -0.7021 0.031 0.122 -0.136 0.407
H -0.2035 4.6124 -0.0809 0.250 -0.505 -1.166 -0.020
H -1.0635 5.4654 1.5458 -0.305 0.106 0.569 0.289
C 1.2938 1.4376 -3.2757 -0.613 -0.789 0.208 -0.034
C 2.6433 2.0755 -3.2965 0.288 0.731 -0.982 -0.673
O 2.9264 3.0238 -2.2682 0.086 -0.664 0.222 -0.442
H 0.4754 2.0837 -2.9583 0.102 0.167 0.107 0.044
H 1.3061 0.5408 -2.6562 -0.234 0.083 0.216 -0.155
H 1.0479 1.0992 -4.2823 0.013 -0.025 -0.089 0.384
H 2.7337 2.5916 -4.2524 0.202 0.139 -0.205 0.465
H 3.3923 1.2843 -3.3283 0.289 0.247 0.471 0.211
H 2.3257 3.7607 -2.4017 -0.040 0.085 0.046 0.308
C -3.5247 1.0585 2.8555 0.167 -0.813 0.275 -1.271
C -2.7471 2.2643 2.4547 0.416 0.730 0.358 0.844
O -3.6441 3.1205 1.7761 -0.272 -0.181 -0.208 -0.581
H -4.4749 1.2744 3.3440 0.037 0.285 -0.113 0.353
H -2.9515 0.4380 3.5444 0.117 -0.099 -0.051 0.359
H -3.7165 0.4746 1.9554 -0.181 -0.161 0.110 0.047
H -1.8646 1.9958 1.8740 -0.192 -0.216 -0.624 -0.383
H -2.2701 2.8116 3.2677 -0.371 -0.013 0.605 0.523
H -3.1672 3.8956 1.4707 0.227 0.289 -0.004 0.258
C 2.0458 -6.6406 1.2334 -0.859 0.166 0.159 -1.297
C 1.1781 -5.6212 0.4256 0.764 -0.833 1.295 -0.004
O 1.7566 -4.3624 0.5896 0.823 1.003 -0.753 0.548
H 1.4532 -7.5445 1.3742 0.286 -0.290 -0.091 0.384
H 2.2659 -6.2504 2.2271 -0.503 0.286 0.158 0.220
H 3.0564 -6.8687 0.8945 -0.268 -0.009 -0.859 0.370
H 0.1896 -5.5147 0.8724 -0.240 -0.800 -0.132 0.232
H 1.0845 -5.8827 -0.6285 0.041 -0.054 -0.050 0.304
H 1.1506 -3.8200 1.0996 -0.077 0.486 0.344 -0.344
C -2.8235 -2.4644 0.5494 -0.177 0.492 0.120 0.422
C -2.3254 -3.8250 0.0856 -1.060 1.148 -0.221 -0.008
O -3.5135 -4.5729 -0.2425 1.230 -0.827 0.648 -0.659
H -2.0665 -1.8002 0.9663 0.188 -0.120 0.020 -0.318
H -3.6338 -2.5623 1.2719 0.159 -0.276 0.297 0.337
H -3.3052 -1.9453 -0.2792 0.194 0.016 -0.263 -0.145
H -1.6870 -4.2805 0.8427 -0.625 -0.558 0.132 0.039
H -1.6610 -3.6653 -0.7637 -0.045 -0.237 -0.396 -0.019
H -3.9043 -4.2151 -1.0429 0.212 0.381 -0.287 0.439
C -3.5596 2.3405 -6.6118 -0.189 -0.623 0.881 -1.643
C -3.3206 1.8466 -5.1197 0.645 -0.116 -2.873 0.984
C -1.9385 1.2250 -4.9731 0.504 -0.376 0.575 -0.771
O -3.4343 2.9224 -4.2588 0.178 0.747 1.191 -0.476
H -3.3015 1.5628 -7.3306 0.012 -0.089 0.016 0.375
H -3.0044 3.2416 -6.8724 0.243 -0.066 0.343 0.360
H -4.6149 2.5737 -6.7530 -0.124 0.000 0.009 0.451
H -4.0455 1.0594 -4.9125 -0.207 0.059 0.173 -0.238
H -1.0742 1.7714 -5.3506 -0.363 0.619 -0.146 0.531
H -1.8335 0.2390 -5.4258 -0.497 0.039 -0.268 0.390
H -1.7307 1.0410 -3.9190 -0.065 0.139 0.179 -0.262
H -4.3304 3.2668 -4.2523 -0.104 -0.056 -0.100 0.338
C -4.8695 -1.5079 -4.4628 0.610 -0.878 0.633 -1.498
C -3.8088 -2.4363 -3.7799 -0.008 0.363 0.217 0.612
C -2.4328 -1.8317 -3.4755 -0.569 0.366 -0.585 -0.786
O -4.3871 -2.9530 -2.5505 0.608 0.147 -0.544 -0.491
H -5.7176 -2.1492 -4.7026 -0.123 -0.008 -0.157 0.514
H -4.5440 -1.0376 -5.3906 0.194 -0.065 0.114 0.370
H -5.2394 -0.7637 -3.7575 0.217 0.172 0.022 0.265
H -3.5318 -3.2323 -4.4712 -0.682 -0.544 0.005 0.225
H -1.9647 -1.6987 -4.4509 -0.004 0.372 -0.086 0.516
H -1.7254 -2.4949 -2.9777 -0.483 -0.119 0.479 0.262
H -2.5285 -0.8621 -2.9868 0.244 -0.112 0.208 -0.229
H -5.3397 -3.0270 -2.6433 -0.111 0.011 -0.159 0.229
C -0.5739 0.4610 -0.1652 0.747 0.239 -0.408 0.174
C 0.5788 -0.1807 0.6869 0.430 1.441 -2.825 1.002
C 1.9029 0.6297 0.5336 -0.676 -0.411 -0.330 -0.939
O 0.1414 -0.1042 1.9829 -0.174 -1.301 1.661 -0.271
H -1.5994 0.1600 0.0489 0.282 -0.273 0.660 -0.495
H -0.5336 0.3814 -1.2516 0.593 -0.205 -0.102 0.105
H -0.4585 1.5224 0.0545 -0.385 0.271 -0.052 -0.216
H 0.8559 -1.1668 0.3142 -0.580 -0.537 0.687 0.616
H 2.3168 0.4421 -0.4572 0.075 0.209 -0.070 0.147
H 2.6484 0.3167 1.2645 -0.074 -0.167 0.090 -0.267
H 1.7235 1.6969 0.6642 0.001 0.080 -0.068 0.065
H 0.2031 0.8250 2.2162 -0.301 0.494 0.443 -1.029
C 3.7158 -3.6906 3.7273 0.213 -0.169 -0.288 -1.200
C 4.3459 -2.3253 3.5102 -0.386 0.131 1.526 0.870
C 3.4362 -1.1531 3.9557 0.400 0.007 -1.038 -0.744
O 5.4897 -2.2172 4.3553 0.349 0.407 0.269 -0.621
H 4.4610 -4.4504 3.4918 0.085 -0.149 -0.146 0.557
H 2.8677 -3.8766 3.0683 -0.123 0.101 0.097 -0.153
H 3.4626 -3.8455 4.7761 -0.221 0.193 0.007 0.387
H 4.6733 -2.2272 2.4752 -0.262 0.233 -0.234 -0.133
H 3.9915 -0.2186 3.8749 0.180 0.046 -0.153 0.519
H 3.0631 -1.1598 4.9799 0.107 -0.665 0.010 0.416
H 2.5968 -1.0826 3.2639 -0.231 -0.036 0.068 -0.227
H 6.0632 -2.9830 4.2756 -0.086 -0.149 -0.199 0.363
C -4.3929 0.8263 -0.8057 0.666 0.479 0.035 0.854
C -5.5308 1.8550 -0.8332 0.577 -1.304 1.104 1.124
C -6.7743 1.2998 -1.4539 0.322 0.028 -0.299 -1.529
O -5.8807 2.1379 0.4954 -0.523 0.171 0.315 -0.622
H -3.5340 1.2872 -0.3179 0.192 0.277 -0.149 -1.133
H -4.0599 0.5359 -1.8022 -0.081 -0.190 -0.100 -0.432
H -4.5525 -0.0403 -0.1641 -0.712 -0.157 -0.330 0.377
H -5.1380 2.7588 -1.2989 -0.219 0.187 -0.498 -0.053
H -7.0063 0.3298 -1.0142 0.065 -0.013 0.087 0.347
H -6.5381 1.1464 -2.5068 -0.694 0.140 -0.287 0.271
H -7.5941 1.9768 -1.2134 -0.123 -0.024 -0.599 0.434
H -5.0656 2.3544 0.9541 0.309 0.440 0.514 0.308
```
Positions in Å, forces in eV/Å.